one.
72
Properties=species:S:1:pos:R:3:mulliken_charge:R:1 method="wB97M-V/def2-TZVPD" e_homo_ev=-9.3
C 28.55 14.87 8.27 -0.278
O 29.76 15.35 8.86 -0.530
H 27.87 15.69 8.03 -0.040
H 28.76 14.44 7.29 0.273
H 28.13 14.13 8.95 0.278
H 29.52 15.70 9.72 0.296
C 28.64 18.47 8.18 -0.038
O 28.95 19.85 8.07 -0.614
H 28.08 18.13 7.30 -0.125
H 29.54 17.87 8.30 0.247
H 28.00 18.34 9.06 0.199
H 28.47 20.21 7.31 0.303
C 25.14 14.25 8.91 -0.903
O 25.01 15.65 8.85 -0.483
H 24.17 13.76 9.08 0.323
H 25.52 13.88 7.96 0.325
H 25.81 13.90 9.70 0.298
H 24.72 15.99 9.72 0.337
C 27.55 16.08 4.46 -0.502
O 26.32 15.68 5.01 -0.573
H 27.55 17.11 4.10 0.115
H 28.39 15.91 5.15 0.170
H 27.74 15.47 3.56 0.317
H 26.08 16.31 5.71 0.394
C 23.66 17.64 11.37 -0.368
O 24.62 16.58 11.48 -0.609
H 23.70 18.33 12.22 0.343
H 23.93 18.24 10.51 0.014
H 22.65 17.26 11.30 0.284
H 24.29 15.91 12.07 0.296
C 21.56 17.65 3.54 -0.648
O 21.18 17.55 4.90 -0.463
H 22.61 17.97 3.44 0.193
H 21.50 16.67 3.08 0.275
H 20.95 18.38 2.99 0.263
H 21.11 18.45 5.26 0.405
C 23.82 21.39 4.31 -0.855
O 23.55 21.62 5.70 -0.483
H 24.67 22.01 4.01 0.371
H 24.14 20.36 4.21 0.287
H 22.98 21.63 3.66 0.318
H 23.44 22.57 5.82 0.242
C 20.94 17.29 8.05 -0.011
O 20.31 17.29 9.35 -0.563
H 21.28 18.29 7.80 -0.231
H 21.82 16.65 8.10 0.189
H 20.24 16.95 7.29 0.380
H 19.84 16.46 9.43 0.296
C 24.27 18.21 6.92 0.358
O 25.57 17.61 6.94 0.081
H 23.64 17.55 6.30 0.303
H 23.85 18.27 7.92 -0.193
H 24.33 19.16 6.40 -0.455
H 25.55 16.92 7.63 0.114
C 26.69 20.40 5.30 0.320
O 27.95 20.99 5.62 -0.587
H 26.24 20.05 6.22 -0.206
H 26.02 21.14 4.85 0.049
H 26.79 19.56 4.61 0.195
H 28.23 21.57 4.91 0.314
C 20.12 21.01 5.89 -0.810
O 21.19 20.08 6.01 -0.384
H 19.38 20.62 5.20 0.288
H 19.64 21.17 6.86 0.244
H 20.50 22.00 5.61 0.315
H 22.04 20.51 5.84 0.341
C 21.71 20.49 9.62 -0.197
O 21.12 19.76 10.67 -0.582
H 21.02 20.61 8.78 -0.002
H 21.96 21.47 10.00 0.384
H 22.62 20.02 9.21 0.034
H 20.83 18.90 10.35 0.361

***

two.
72
Properties=species:S:1:pos:R:3:mulliken_charge:R:1 method="wB97M-V/def2-TZVPD" e_homo_ev=-10.1
C -1.42 0.48 6.75 -0.459
O -1.10 1.44 7.67 -0.497
H -1.28 -0.50 7.20 0.241
H -2.41 0.50 6.29 0.253
H -0.75 0.63 5.90 0.168
H -1.45 1.29 8.55 0.296
C -6.36 -3.42 0.45 -0.477
O -7.45 -3.42 1.32 -0.497
H -6.25 -2.47 -0.07 0.215
H -5.50 -3.71 1.05 0.217
H -6.56 -4.19 -0.29 0.228
H -7.35 -4.30 1.69 0.315
C 3.52 6.96 -1.83 -0.464
O 2.66 7.80 -2.51 -0.500
H 4.13 7.58 -1.17 0.235
H 3.01 6.20 -1.24 0.203
H 4.21 6.49 -2.54 0.216
H 3.09 8.65 -2.64 0.310
C 4.86 2.12 4.44 -0.522
O 5.07 2.92 5.60 -0.502
H 3.83 1.75 4.42 0.209
H 5.05 2.68 3.53 0.234
H 5.41 1.18 4.33 0.264
H 4.32 3.52 5.66 0.318
C 1.54 -3.97 -6.53 -0.555
O 1.17 -3.44 -7.79 -0.492
H 2.61 -4.16 -6.49 0.287
H 1.28 -3.45 -5.61 0.244
H 1.03 -4.93 -6.43 0.219
H 1.37 -2.50 -7.77 0.296
C -0.38 -0.85 -0.49 -0.483
O 0.04 0.22 0.33 -0.495
H 0.42 -1.37 -1.02 0.230
H -1.07 -1.48 0.07 0.219
H -1.00 -0.48 -1.30 0.228
H 0.89 0.60 0.07 0.300
C -3.96 -2.16 -5.96 -0.449
O -3.66 -0.77 -5.80 -0.491
H -4.66 -2.41 -6.76 0.247
H -3.01 -2.65 -6.15 0.192
H -4.30 -2.58 -5.01 0.205
H -3.48 -0.46 -6.69 0.298
C -1.81 -7.01 -2.07 -0.480
O -2.54 -7.34 -0.98 -0.500
H -2.53 -6.63 -2.81 0.226
H -0.96 -6.38 -1.81 0.197
H -1.48 -7.94 -2.52 0.244
H -2.71 -8.28 -0.92 0.313
C 4.19 1.52 -2.90 -0.559
O 4.30 1.66 -1.47 -0.471
H 4.57 0.52 -3.10 0.269
H 3.17 1.57 -3.29 0.228
H 4.82 2.23 -3.43 0.244
H 5.24 1.81 -1.34 0.288
C -4.35 3.90 -0.37 -0.488
O -4.05 3.92 -1.67 -0.492
H -3.71 4.44 0.34 0.213
H -5.36 4.27 -0.19 0.221
H -4.33 2.84 -0.13 0.226
H -3.33 3.31 -1.86 0.320
C 3.12 -3.77 3.07 -0.502
O 3.87 -4.35 4.16 -0.497
H 2.21 -4.36 3.03 0.220
H 2.75 -2.78 3.34 0.243
H 3.65 -3.77 2.12 0.231
H 4.33 -3.61 4.56 0.306
C 0.74 5.32 4.15 -0.484
O 1.18 5.16 5.54 -0.513
H 1.23 6.22 3.79 0.234
H 1.29 4.57 3.58 0.231
H -0.35 5.30 4.05 0.231
H 0.77 4.37 5.89 0.299

***

three.
72
Properties=species:S:1:pos:R:3:mulliken_charge:R:1 method="wB97M-V/def2-TZVPD" e_homo_ev=-8.8
C 1.74 0.96 -3.53 -0.846
O 0.64 1.21 -2.65 -0.566
H 1.89 -0.10 -3.75 0.339
H 1.63 1.52 -4.46 0.330
H 2.61 1.25 -2.95 0.321
H 0.16 0.42 -2.40 0.396
C -0.34 -2.48 2.72 -0.724
O 0.12 -1.83 3.84 -0.655
H -0.83 -3.42 3.00 0.507
H -1.10 -1.91 2.20 -0.112
H 0.56 -2.78 2.19 0.450
H 0.39 -0.93 3.63 0.364
C 1.57 3.37 -0.93 -1.406
O 1.88 2.02 -1.12 -0.799
H 2.33 3.99 -0.47 0.259
H 1.33 3.77 -1.92 0.391
H 0.71 3.32 -0.26 0.544
H 1.44 1.85 -1.95 0.639
C 2.18 2.23 1.30 0.324
O 3.17 3.02 1.94 -0.618
H 1.40 2.90 0.91 -0.053
H 2.57 1.61 0.50 -0.132
H 1.80 1.57 2.08 0.155
H 4.00 2.56 1.82 0.384
C 0.03 0.38 -0.22 1.313
O 0.08 -0.77 0.61 0.739
H 1.05 0.69 -0.44 -1.017
H -0.50 -0.05 -1.08 0.390
H -0.43 1.26 0.23 -0.459
H -0.77 -1.21 0.54 -1.213
C -0.43 -3.64 -0.83 -0.570
O 0.02 -4.03 0.44 -0.412
H -1.41 -3.99 -1.15 0.434
H -0.48 -2.56 -0.98 -0.065
H 0.33 -4.05 -1.49 0.337
H -0.47 -4.84 0.61 0.327
C -3.27 0.53 -0.76 -0.550
O -3.26 1.68 -1.57 -0.548
H -3.78 0.61 0.20 0.298
H -3.90 -0.20 -1.27 0.530
H -2.21 0.28 -0.64 0.301
H -3.70 1.61 -2.42 0.351
C -2.59 3.15 0.29 0.211
O -3.52 3.59 -0.72 -0.744
H -1.82 2.47 -0.09 -0.485
H -2.16 4.06 0.69 0.411
H -3.27 2.72 1.03 0.191
H -3.61 2.79 -1.24 0.493
C 2.12 -1.38 1.01 -1.792
O 3.51 -1.58 1.19 -0.533
H 1.70 -1.93 0.17 0.793
H 1.49 -1.70 1.84 0.735
H 1.78 -0.36 0.87 0.223
H 3.79 -1.66 2.11 0.391
C -3.00 -2.27 -1.00 -1.071
O -2.09 -1.88 -0.03 -0.558
H -2.95 -1.62 -1.87 0.411
H -2.75 -3.28 -1.34 0.258
H -4.05 -2.23 -0.71 0.372
H -1.91 -2.50 0.68 0.173
C -1.90 -0.09 2.14 -0.063
O -2.36 0.60 3.27 -0.679
H -0.85 -0.32 2.30 -0.252
H -2.42 -0.99 1.81 0.366
H -1.80 0.53 1.25 0.520
H -1.89 1.44 3.23 0.379
C 3.61 -0.24 -1.30 0.354
O 4.14 -1.48 -0.88 -0.705
H 2.61 -0.12 -0.87 -0.073
H 4.05 0.62 -0.81 0.243
H 3.64 -0.24 -2.39 0.445
H 3.70 -1.87 -0.12 0.310

***

four.
72
Properties=species:S:1:pos:R:3:mulliken_charge:R:1 method="wB97M-V/def2-TZVPD" e_homo_ev=-9.8
C 3.78 -0.93 -1.03 -0.738
O 2.56 -0.94 -0.27 -0.242
H 4.37 -0.02 -0.97 0.222
H 4.38 -1.77 -0.68 0.329
H 3.54 -1.16 -2.07 0.233
H 2.73 -1.25 0.62 0.223
C 1.84 1.66 3.69 -0.291
O 1.93 1.27 4.98 -0.551
H 1.77 0.94 2.87 -0.022
H 0.94 2.25 3.60 0.176
H 2.69 2.28 3.42 0.356
H 1.07 1.15 5.40 0.339
C 2.34 2.78 -4.50 -0.786
O 1.77 1.87 -3.53 -0.405
H 3.21 3.24 -4.04 0.330
H 2.74 2.44 -5.46 0.316
H 1.66 3.60 -4.75 0.291
H 1.47 2.46 -2.83 0.230
C -4.44 -0.94 0.55 -0.122
O -4.41 -2.01 1.44 -0.508
H -4.83 -1.24 -0.42 0.407
H -4.86 -0.05 1.03 0.275
H -3.38 -0.85 0.33 -0.323
H -5.26 -2.44 1.35 0.285
C -1.73 2.96 2.35 -0.526
O -1.52 4.29 2.70 -0.579
H -0.78 2.82 1.84 0.161
H -1.90 2.25 3.16 0.314
H -2.40 2.86 1.49 0.383
H -1.47 4.79 1.88 0.320
C 1.04 -1.49 -3.45 -0.126
O 1.46 -0.72 -4.64 -0.600
H 1.77 -2.22 -3.09 0.303
H 1.02 -0.76 -2.65 -0.256
H 0.05 -1.92 -3.62 0.287
H 1.46 0.22 -4.46 0.400
C 1.73 -1.91 3.21 -0.593
O 2.67 -1.46 2.33 -0.469
H 1.70 -1.48 4.21 0.360
H 0.75 -1.76 2.75 0.021
H 1.85 -2.99 3.29 0.393
H 3.49 -1.75 2.72 0.230
C -1.34 3.63 -3.37 -0.178
O -2.45 3.81 -2.39 -0.559
H -1.89 3.66 -4.31 0.316
H -0.64 4.46 -3.27 0.218
H -0.87 2.67 -3.15 -0.074
H -3.13 3.14 -2.44 0.285
C -2.43 -1.28 -2.40 -0.369
O -2.17 -2.52 -1.70 -0.533
H -3.31 -0.76 -2.01 0.119
H -1.62 -0.55 -2.41 -0.047
H -2.61 -1.57 -3.43 0.430
H -1.40 -2.46 -1.14 0.322
C -0.39 0.81 -0.17 -0.246
O -0.50 -0.56 0.00 0.197
H 0.26 1.09 -1.00 0.084
H -1.25 1.42 -0.44 0.353
H -0.12 1.20 0.81 -0.070
H 0.42 -0.79 0.17 -0.236
C 1.68 -4.30 0.28 -0.259
O 1.55 -5.17 -0.87 -0.523
H 1.26 -4.51 1.26 0.309
H 2.74 -4.04 0.38 0.215
H 1.12 -3.40 0.04 -0.041
H 0.60 -5.35 -0.89 0.311
C -1.40 -0.54 3.87 -0.185
O -2.32 0.14 4.65 -0.580
H -1.53 -0.34 2.81 0.193
H -0.35 -0.32 4.03 -0.283
H -1.54 -1.60 4.09 0.424
H -3.20 0.00 4.29 0.358

***

one is favored, and the nearest alternative lies 0.1120 hartree above it.

***

one.
13
Properties=species:S:1:pos:R:3:nbo_charge:R:1 method="wB97M-V/def2-TZVPD" e_homo_ev=-10.1
C 0.80 0.97 0.86 0.749
C 0.42 -0.55 -1.26 -0.695
C -0.12 0.07 -0.09 0.364
N -1.35 0.55 -0.27 -0.713
O 1.02 0.76 2.00 -0.625
O 1.07 1.84 0.01 -0.622
Cl -0.32 -1.84 1.82 -0.333
H 0.62 -1.59 -0.94 0.264
H 1.35 -0.24 -1.54 0.264
H -0.28 -0.43 -2.04 0.202
H -1.85 0.47 -1.16 0.405
H 0.48 -0.80 1.97 0.317
H -1.83 0.79 0.65 0.424

***

two.
13
Properties=species:S:1:pos:R:3:nbo_charge:R:1 method="wB97M-V/def2-TZVPD" e_homo_ev=-9.2
O -0.87 -2.58 -0.18 -0.708
C -0.76 -1.54 -1.03 0.093
N -0.54 -0.30 -0.30 -0.565
C 0.48 0.38 -0.11 0.653
O 1.64 0.60 -0.64 -0.664
C 0.28 1.65 1.21 -0.499
Cl 0.69 3.20 0.50 -0.050
H -1.58 -2.50 0.48 0.481
H 0.08 -1.78 -1.78 0.162
H -1.72 -1.29 -1.44 0.159
H 2.11 1.24 -0.17 0.501
H -0.82 1.54 1.56 0.241
H 1.02 1.37 1.89 0.196

***

three.
13
Properties=species:S:1:pos:R:3:nbo_charge:R:1 method="wB97M-V/def2-TZVPD" e_homo_ev=-10.3
H -0.48 2.61 -2.34 0.413
N -0.25 1.83 -1.75 -0.793
C 0.71 1.05 -1.77 0.832
O 1.52 0.85 -3.03 -0.534
Cl 0.88 1.68 -4.40 0.218
O 1.25 0.20 -0.87 -0.508
C 0.76 0.14 0.51 -0.073
C -0.16 -1.07 0.62 -0.660
H 1.72 0.26 1.05 0.210
H 0.09 1.02 0.65 0.201
H -0.85 -1.13 -0.29 0.242
H 0.48 -1.86 0.27 0.216
H -0.47 -1.27 1.70 0.235

***

four.
13
Properties=species:S:1:pos:R:3:nbo_charge:R:1 method="wB97M-V/def2-TZVPD" e_homo_ev=-10.4
C -0.02 -0.31 1.17 -0.655
C -0.82 -0.11 -0.09 0.048
N 0.06 -0.16 -1.33 -0.858
Cl -2.02 -1.51 -0.26 -0.082
C -1.69 1.12 0.01 0.737
O -2.76 1.14 0.61 -0.530
O -1.08 2.22 -0.58 -0.662
H 0.50 -1.29 1.17 0.233
H -0.71 -0.15 2.03 0.256
H 0.84 0.51 1.31 0.235
H 0.81 -0.83 -1.06 0.393
H -0.59 -0.33 -2.05 0.390
H -0.39 1.85 -1.07 0.494

***

four is favored, and the nearest alternative lies 0.0397 hartree above it.

***

one.
22
Properties=species:S:1:pos:R:3:nbo_charge:R:1 method="wB97M-V/def2-TZVPD" total_charge=+1 e_homo_ev=-14.6
O -2.05 1.55 0.12 -0.489
C -1.28 0.67 0.39 0.425
C -0.38 0.09 -0.70 -0.144
C 0.99 -0.32 -0.17 -0.252
C 1.75 -1.21 -1.17 -0.604
C 1.79 0.89 0.32 -0.649
N -0.29 1.14 -1.79 -0.679
H -1.15 0.26 1.40 0.172
H -0.86 -0.78 -1.16 0.254
H 0.75 -0.95 0.68 0.256
H 1.36 -2.22 -1.12 0.236
H 2.81 -1.22 -0.92 0.241
H 1.63 -0.86 -2.19 0.186
H 2.00 0.89 1.39 0.255
H 1.32 1.88 0.17 0.193
H 2.77 0.99 -0.17 0.237
H -0.41 2.06 -1.36 0.459
H 0.65 1.14 -2.18 0.445
H -0.96 0.97 -2.54 0.456
H -0.24 -2.78 3.18 0.481
H -1.42 -1.88 3.40 0.478
O -0.88 -2.25 2.70 -0.956

***

two.
22
Properties=species:S:1:pos:R:3:nbo_charge:R:1 method="wB97M-V/def2-TZVPD" total_charge=+1 e_homo_ev=-12.1
C 4.24 -0.80 0.03 -0.738
C -2.73 1.03 0.16 -0.424
C -2.06 -1.34 -0.17 -0.404
C 2.99 -0.01 -0.44 0.512
C -0.35 0.25 0.24 -0.230
N -1.73 0.08 -0.34 -0.380
O 2.59 1.02 0.10 -0.596
O 0.16 1.54 -0.43 -0.650
H 4.46 -1.68 -0.51 0.239
H 5.10 -0.19 -0.14 0.258
H 4.31 -0.89 1.09 0.259
H -2.29 1.90 0.52 0.196
H -3.30 1.40 -0.74 0.229
H -3.40 0.68 0.87 0.240
H -1.15 -1.66 0.20 0.252
H -2.77 -1.38 0.61 0.211
H -2.43 -1.79 -1.07 0.235
H 2.38 -0.60 -1.17 0.140
H -0.51 0.37 1.27 0.147
H -1.69 0.21 -1.33 0.430
H 1.08 1.56 0.04 0.568
H -0.35 2.21 0.07 0.504

***

three.
22
Properties=species:S:1:pos:R:3:nbo_charge:R:1 method="wB97M-V/def2-TZVPD" total_charge=+1 e_homo_ev=-14.0
C 0.34 -1.70 -1.83 -0.554
C -1.08 -1.20 -1.68 -0.454
C -1.42 -0.59 -0.28 -0.079
C -1.34 0.72 0.14 -0.170
N -1.61 1.06 1.59 -0.440
C -0.65 1.55 2.22 0.126
H 0.82 -2.61 -1.09 0.246
H 1.00 -0.68 -1.43 0.161
H 0.49 -2.10 -2.70 0.207
H -1.69 -2.21 -1.72 0.231
H -1.45 -0.49 -2.39 0.230
H -1.66 -1.49 0.32 0.240
H -1.07 1.65 -0.48 0.241
H -2.61 1.12 1.80 0.455
H 0.41 1.63 1.92 0.288
H -0.94 2.00 3.35 0.230
H 1.64 -0.46 0.65 0.462
H 2.76 -1.02 -0.26 0.477
O 2.25 -1.14 0.55 -0.932
H 2.62 2.08 0.70 0.501
H 1.46 2.05 -0.14 0.482
O 1.72 1.85 0.74 -0.948

***

one is favored, and the nearest alternative lies 0.1443 hartree above it.

***

one.
22
Properties=species:S:1:pos:R:3:nbo_charge:R:1 method="wB97M-V/def2-TZVPD" total_charge=+1 e_homo_ev=-12.8
C -2.03 1.19 -0.11 -0.624
C -2.34 -0.28 0.32 -0.480
C -1.25 -1.23 -0.11 0.145
C 0.01 -1.01 0.38 0.093
N 1.10 -1.65 -0.09 -0.281
C 2.33 -1.40 0.65 -0.410
H -2.59 1.99 0.39 0.265
H -0.96 1.44 -0.23 0.288
H -2.16 1.30 -1.19 0.250
H -2.34 -0.29 1.43 0.259
H -3.30 -0.78 0.11 0.259
H -1.35 -1.48 -1.13 0.230
H 0.21 -0.19 1.00 0.287
H 0.91 -2.27 -0.83 0.430
H 3.24 -1.22 0.04 0.263
H 2.12 -0.64 1.32 0.256
H 1.12 2.04 -2.18 0.476
H 1.93 2.09 0.78 0.463
O 1.36 1.41 0.53 -0.941
H 2.49 -2.28 1.16 0.236
H 0.96 1.73 -0.64 0.458
O 0.54 1.54 -1.59 -0.920

***

two.
22
Properties=species:S:1:pos:R:3:nbo_charge:R:1 method="wB97M-V/def2-TZVPD" total_charge=+1 e_homo_ev=-13.2
C -1.28 1.29 -0.78 -0.615
C -0.30 0.62 0.16 -0.047
C 0.77 -0.12 -0.68 -0.472
C 1.70 -1.05 0.68 -0.001
C 2.32 -0.20 -0.23 0.088
O 2.70 1.10 0.01 -0.671
N -1.01 -0.37 0.98 -0.875
H -0.82 2.11 -1.32 0.226
H -1.62 0.59 -1.54 0.224
H -2.14 1.60 -0.20 0.238
H 0.14 1.36 0.81 0.206
H 0.30 -1.04 -1.03 0.286
H 0.84 0.41 -1.63 0.351
H 1.72 -0.84 1.75 0.261
H 1.38 -2.05 0.44 0.265
H 2.95 -0.65 -0.99 0.250
H -2.00 -0.16 1.07 0.410
H 3.63 1.16 0.27 0.514
H -0.62 -0.48 1.90 0.358
H -3.58 -1.99 0.22 0.480
H -4.63 -0.94 -0.14 0.484
O -3.68 -1.10 -0.13 -0.958

***

two is favored, and the nearest alternative lies 0.1508 hartree above it.

***

one.
20
Properties=species:S:1:pos:R:3:nbo_charge:R:1 method="wB97M-V/def2-TZVPD" total_charge=+2 e_homo_ev="-17.8 / -17.8"
C -0.48 0.98 -1.86 0.606
C 0.11 -0.54 0.59 0.384
C -1.88 0.92 -2.21 -0.762
C 0.74 -1.04 1.94 -0.307
N 0.39 0.63 0.12 -0.427
N 0.34 1.76 -2.37 -0.676
N -0.60 -1.58 0.12 -0.766
N 1.52 -0.07 2.78 -0.649
H -2.44 1.41 -1.30 0.320
H -2.28 -0.14 -2.23 0.280
H -2.07 1.41 -3.12 0.279
H -0.15 -1.26 2.60 0.260
H 1.25 -2.07 1.97 0.286
H 0.28 2.26 -3.28 0.465
H 1.34 1.93 -1.91 0.476
H -0.61 -2.48 0.65 0.441
H -1.14 -1.36 -0.68 0.416
H 2.41 -0.18 2.35 0.450
H 1.63 -0.41 3.72 0.462
H 1.21 0.87 2.75 0.462

***

two.
20
Properties=species:S:1:pos:R:3:nbo_charge:R:1 method="wB97M-V/def2-TZVPD" total_charge=+2 e_homo_ev="-16.0 / -16.2"
C 3.07 0.01 0.02 0.387
C 0.69 0.44 -0.22 0.257
C -2.76 -1.24 -0.69 -0.546
C -2.78 0.59 0.73 -0.548
N 4.01 -0.73 0.50 -0.639
N -2.09 -0.33 0.03 0.120
N 0.73 1.62 -0.69 -0.724
N 1.75 -0.05 0.45 -0.592
H 3.35 0.40 -0.94 0.242
H -3.78 -0.98 -1.15 0.271
H -2.07 -1.76 -1.47 0.293
H -3.00 -2.01 0.06 0.373
H -2.00 1.40 0.88 0.313
H -3.82 0.75 0.25 0.263
H -2.79 0.26 1.80 0.373
H 4.88 -0.71 -0.06 0.462
H 3.87 -1.29 1.31 0.440
H -0.10 1.90 -1.20 0.410
H 1.33 2.45 -0.73 0.418
H 1.51 -0.71 1.10 0.428

***

one is favored, and the nearest alternative lies 0.0806 hartree above it.